(1)
{"formula": "C10H10N", "method": "wB97M-V/def2-TZVPD", "smiles": "C#C[C@@]1(c2ccccc2)C[NH2+]1", "total_charge": 1, "orbital_gap_ha": 0.356, "spin_multiplicity": 1, "symbols": ["C", "C", "C", "C", "C", "C", "C", "C", "C", "C", "N", "H", "H", "H", "H", "H", "H", "H", "H", "H", "H"], "xyz": [[2.418702, 2.265970, 1.006549], [1.958949, 1.243191, 0.579344], [1.367576, 0.081287, -0.058628], [-0.280058, 0.178686, 0.133023], [-0.975124, -0.173425, 1.189756], [-2.354323, 0.071434, 1.265154], [-3.003193, 0.464566, 0.092768], [-2.253480, 0.861866, -1.027482], [-0.896541, 0.671876, -1.023902], [1.704042, -0.794871, -1.255954], [1.891979, -1.307497, 0.139563], [2.576983, 3.199726, 1.449171], [-0.467835, -0.579884, 2.075461], [-3.101625, -0.082908, 2.028826], [-4.069360, 0.483045, 0.103608], [-2.852544, 1.172631, -1.858721], [-0.157719, 1.062501, -1.686626], [0.931114, -1.212934, -1.880991], [2.738589, -0.599153, -1.644704], [1.115844, -1.979815, 0.247867], [2.751370, -1.752230, 0.423453]], "forces_ev_per_angstrom": [[-0.9, -0.9, -0.3], [0.9, -0.7, -1.1], [-3.3, 0.2, 0.7], [3.4, 0.1, -3.5], [-1.2, -0.9, 4.6], [-1.1, -0.2, -2.0], [1.6, 0.3, 0.5], [-1.0, -0.9, 0.2], [0.7, 0.7, 1.1], [3.2, 2.3, 0.8], [-2.8, -2.2, -0.8], [0.5, 0.8, 0.4], [-0.2, 0.2, -0.2], [0.9, -0.5, 0.9], [-0.5, 0.3, -0.2], [0.3, 0.4, -0.6], [-0.3, 0.2, -1.3], [0.0, -0.1, 0.1], [-1.4, -0.2, -0.2], [0.5, 0.4, 0.8], [0.7, 0.8, 0.2]], "mulliken_charge": [0.464, -1.186, 0.433, 0.296, 0.042, -0.635, -0.288, -0.751, -0.374, -0.546, -0.245, 0.487, 0.327, 0.365, 0.405, 0.403, 0.470, 0.351, 0.345, 0.371, 0.267]}

=====

(2)
{"formula": "C10H10N2", "method": "wB97M-V/def2-TZVPD", "smiles": "Cc1ccc2cccc(N)c2n1", "orbital_gap_ha": 0.291, "spin_multiplicity": 1, "symbols": ["C", "C", "C", "C", "C", "C", "C", "C", "C", "N", "C", "N", "H", "H", "H", "H", "H", "H", "H", "H", "H", "H"], "xyz": [[3.274082, 0.874670, -0.000842], [1.914467, 0.160923, -0.123691], [1.886968, -1.199940, -0.153321], [0.662560, -1.901824, 0.090248], [-0.495589, -1.207256, 0.028478], [-1.773983, -1.725973, 0.102242], [-2.802305, -0.863765, -0.045579], [-2.794612, 0.510273, -0.108791], [-1.591394, 1.144683, 0.096311], [-1.256755, 2.529910, 0.031377], [-0.378927, 0.200379, 0.134216], [0.824712, 0.886067, 0.155789], [4.147916, 0.200254, -0.624914], [3.518103, 0.591011, 1.124722], [3.257392, 1.949750, -0.114782], [2.769016, -1.787527, -0.418712], [0.538098, -3.023194, 0.417829], [-1.882757, -2.750199, -0.042203], [-3.788685, -1.416856, -0.071442], [-3.923107, 1.021752, -0.260894], [-0.220215, 2.622685, -0.017360], [-1.884995, 3.184173, -0.198690]], "forces_ev_per_angstrom": [[1.7, -4.0, 1.0], [0.3, 2.5, 0.9], [-1.5, -3.6, -0.1], [2.9, -2.0, 0.1], [-0.3, 2.8, 1.5], [-0.2, 1.0, -0.9], [-2.9, -3.2, 0.4], [-2.7, 2.7, 0.2], [2.0, 0.4, -1.0], [3.2, -5.5, 1.5], [0.0, 3.3, -0.5], [-0.9, -1.5, -0.8], [-2.5, 2.4, 1.5], [-0.1, 1.0, -2.1], [0.1, 0.0, -0.4], [-0.1, 0.3, 0.6], [0.9, 2.1, -1.3], [-0.5, -1.7, 0.2], [0.9, 1.1, -0.2], [3.6, -1.0, 0.4], [-1.4, 0.4, 0.0], [-2.5, 2.7, -1.0]], "mulliken_charge": [-1.069, 0.451, -0.446, -0.613, 0.918, -1.132, -0.069, -0.617, 0.352, -0.403, 0.640, -0.600, 0.254, 0.249, 0.345, 0.304, 0.266, 0.371, 0.253, 0.110, 0.330, 0.106]}

=====

HOMO? In order: -13.02; -7.61 eV.
Energy relative to the best compared isomer or geometry (same formula, charge and spin)? In order: 120.6; 60.4 kcal/mol.
LUMO? In order: -3.343; 0.298 eV.